{"formula": "C24H57N5O7", "method": "ωB97M-V/def2-TZVPD", "total_energy_ev": -47581.348, "homo_lumo_gap_ev": 9.7, "symbols": ["C", "C", "N", "H", "H", "H", "C", "C", "N", "H", "H", "H", "C", "C", "N", "H", "H", "H", "C", "C", "N", "H", "H", "H", "C", "C", "N", "H", "H", "H", "C", "C", "O", "H", "H", "H", "H", "H", "H", "C", "C", "O", "H", "H", "H", "H", "H", "H", "C", "C", "O", "H", "H", "H", "H", "H", "H", "C", "C", "O", "H", "H", "H", "H", "H", "H", "C", "C", "O", "H", "H", "H", "H", "H", "H", "C", "C", "O", "H", "H", "H", "H", "H", "H", "C", "C", "O", "H", "H", "H", "H", "H", "H"], "coordinates": [[-3.963, 1.812, -1.407], [-4.709, 2.581, -2.369], [-5.294, 3.245, -3.088], [-4.297, 2.112, -0.458], [-3.790, 0.853, -1.600], [-2.885, 2.265, -1.641], [-0.093, -5.780, -2.091], [0.399, -4.417, -1.791], [0.765, -3.346, -1.635], [-0.865, -5.927, -1.379], [-0.548, -5.578, -3.187], [0.565, -6.538, -1.945], [3.192, -3.471, 1.682], [3.654, -3.683, 3.082], [3.996, -3.894, 4.176], [3.968, -3.008, 1.054], [2.841, -4.296, 1.249], [2.424, -2.600, 1.907], [-2.558, -2.814, -1.004], [-3.316, -4.094, -1.037], [-3.887, -5.088, -1.054], [-2.095, -2.526, -1.876], [-3.112, -1.805, -0.767], [-1.656, -2.890, -0.185], [0.310, -3.673, 5.633], [0.380, -2.673, 4.578], [0.415, -1.802, 3.765], [0.524, -4.819, 5.240], [1.165, -3.532, 6.342], [-0.629, -3.750, 6.224], [2.433, 3.648, 0.859], [3.355, 4.900, 0.531], [4.431, 4.333, -0.306], [1.877, 3.361, 0.074], [1.739, 4.075, 1.519], [2.837, 2.925, 1.360], [3.911, 5.470, 1.451], [2.996, 5.671, -0.059], [5.066, 3.784, 0.035], [-3.113, -0.336, 2.472], [-3.316, -1.711, 3.059], [-4.473, -2.248, 2.553], [-2.150, 0.023, 2.600], [-3.696, 0.464, 2.596], [-3.056, -0.498, 1.407], [-3.397, -1.558, 4.217], [-2.381, -2.341, 2.790], [-4.499, -3.034, 3.084], [5.563, -1.752, -1.381], [4.003, -1.727, -1.363], [3.561, -0.875, -0.338], [5.969, -0.655, -1.434], [5.795, -2.415, -2.131], [5.882, -2.254, -0.493], [3.413, -2.500, -1.376], [3.575, -1.342, -2.385], [2.739, -0.368, -0.622], [0.037, 4.655, -2.209], [0.351, 3.812, -3.426], [0.931, 2.531, -3.060], [-0.327, 5.623, -2.580], [0.730, 4.741, -1.611], [-0.704, 4.250, -1.527], [0.865, 4.317, -4.338], [-0.721, 3.427, -3.762], [1.811, 2.705, -2.978], [0.109, -0.628, 0.682], [-0.098, 0.428, -0.468], [1.122, 0.483, -1.247], [-0.641, -0.537, 1.197], [0.860, -0.408, 1.504], [0.429, -1.730, 0.355], [-0.183, 1.481, -0.023], [-0.948, 0.173, -1.053], [1.151, 1.194, -1.773], [-3.735, 0.223, -5.046], [-2.261, 0.507, -4.733], [-1.748, -0.682, -4.000], [-4.354, -0.492, -4.305], [-3.813, -0.110, -6.138], [-4.174, 1.159, -4.937], [-2.061, 1.368, -4.221], [-1.626, 0.657, -5.588], [-0.882, -0.712, -3.765], [-0.145, 2.275, 3.245], [0.143, 3.330, 4.200], [-0.309, 4.548, 3.711], [-1.139, 2.208, 3.018], [0.047, 1.361, 3.790], [0.320, 2.336, 2.335], [1.301, 3.291, 4.567], [-0.299, 3.083, 5.049], [0.000, 5.229, 4.003]]}


{"formula": "C24H58N2O4", "method": "ωB97M-V/def2-TZVPD", "s2": 0.75, "total_energy_ev": -36997.175, "total_charge": -1, "multiplicity": 2, "homo_lumo_gap_ev": [2.0, 9.5], "symbols": ["C", "C", "C", "C", "C", "C", "H", "H", "H", "H", "H", "H", "H", "H", "H", "H", "H", "H", "H", "H", "C", "C", "C", "C", "C", "C", "H", "H", "H", "H", "H", "H", "H", "H", "H", "H", "H", "H", "H", "H", "C", "C", "C", "C", "C", "C", "H", "H", "H", "H", "H", "H", "H", "H", "H", "H", "H", "H", "H", "H", "C", "C", "O", "O", "H", "H", "H", "H", "H", "H", "O", "C", "N", "C", "H", "H", "H", "H", "H", "O", "C", "N", "C", "H", "H", "H", "H", "H"], "coordinates": [[-8.106, 2.082, -5.269], [-6.637, 2.336, -5.099], [-5.711, 1.720, -6.165], [-4.181, 1.671, -5.840], [-3.600, 0.568, -4.846], [-2.041, 0.777, -4.478], [-8.366, 1.027, -5.354], [-8.353, 2.454, -6.264], [-8.831, 2.575, -4.621], [-6.385, 3.392, -4.994], [-6.355, 2.095, -4.074], [-5.960, 2.348, -7.021], [-6.022, 0.697, -6.375], [-3.870, 1.503, -6.871], [-3.809, 2.654, -5.552], [-4.136, 0.509, -3.898], [-3.759, -0.432, -5.249], [-1.823, 1.721, -3.978], [-1.840, 0.033, -3.707], [-1.288, 0.690, -5.261], [4.594, 2.201, -1.001], [4.210, 0.711, -0.682], [4.825, -0.295, -1.627], [6.262, -0.582, -1.324], [6.938, -1.694, -2.155], [8.296, -2.186, -1.668], [4.275, 2.846, -0.182], [4.269, 2.560, -1.978], [5.677, 2.318, -1.041], [4.412, 0.490, 0.366], [3.134, 0.731, -0.852], [4.816, -0.022, -2.682], [4.172, -1.164, -1.543], [6.783, 0.369, -1.437], [6.351, -0.821, -0.264], [6.264, -2.538, -2.013], [6.909, -1.504, -3.228], [9.167, -1.531, -1.700], [8.038, -2.602, -0.694], [8.500, -3.051, -2.299], [2.470, -1.762, 4.867], [3.869, -1.124, 5.133], [4.481, -0.395, 3.870], [4.186, 1.130, 4.041], [2.680, 1.618, 4.210], [1.840, 1.205, 2.990], [2.113, -2.215, 5.792], [2.611, -2.604, 4.190], [1.780, -1.018, 4.470], [3.912, -0.492, 6.020], [4.379, -2.035, 5.446], [4.087, -0.883, 2.979], [5.557, -0.547, 3.957], [4.880, 1.666, 4.689], [4.497, 1.553, 3.086], [2.231, 1.165, 5.095], [2.927, 2.670, 4.350], [1.536, 0.167, 2.861], [0.973, 1.856, 2.880], [2.447, 1.496, 2.132], [-2.954, -0.372, 5.015], [-1.468, -0.368, 5.019], [-1.055, -1.751, 5.064], [-3.537, -0.812, 3.857], [-3.281, 0.658, 5.159], [-3.260, -1.032, 5.827], [-1.069, 0.207, 5.855], [-1.076, 0.076, 4.104], [-0.117, -1.790, 4.863], [-3.046, -1.564, 3.517], [-1.798, -1.179, 1.520], [-1.220, -0.926, 0.465], [-1.917, -0.994, -0.635], [0.225, -0.598, 0.371], [-1.617, -0.530, -1.481], [-2.889, -1.268, -0.610], [0.531, 0.430, 0.565], [0.723, -1.007, -0.508], [0.668, -1.166, 1.189], [-6.080, 0.380, 0.034], [-5.780, -0.777, 0.150], [-4.680, -1.063, 0.908], [-6.492, -1.891, -0.614], [-4.336, -0.304, 1.480], [-4.650, -2.036, 1.178], [-7.493, -1.960, -0.187], [-5.961, -2.842, -0.582], [-6.647, -1.632, -1.661]]}